Entry 1:
Below is a single C2H3NO2S molecule at a distorted geometry, with properties calculated with the ωB97M-V functional and the def2-TZVPD basis.

CARTESIAN COORDINATES (ANGSTROEM)
1 C 0.28511 -0.04923 -0.84473
2 C 0.21644 1.27997 1.07848
3 O 0.86013 2.15877 0.60021
4 H -1.11118 -1.96188 0.34984
5 H -0.17585 1.22083 2.06616
6 N 0.03388 -1.10271 -1.51777
7 O -0.13270 0.12565 0.45489
8 S -0.86860 -2.40269 -0.92568
9 H 0.89277 0.73128 -1.26139

Summary:
2S+1: 1
Structure (SMILES): O=CO/C=N\S
Total charge: 0
Molar mass (g/mol): 105.12
E_tot (eV): -18541.9042

---

Entry 2:
Below is a single C2H3NO2S molecule at a distorted geometry, with properties calculated with the ωB97M-V functional and the def2-TZVPD basis.

CARTESIAN COORDINATES (ANGSTROEM)
1 O -0.08753 -1.17938 2.25463
2 H -0.44625 -0.08583 -1.28429
3 O -0.16260 -2.32976 0.13405
4 H 1.56788 -0.79512 0.74070
5 C -2.27381 -0.45291 -0.07190
6 N -3.36834 -0.73178 -0.09234
7 C -0.70797 0.07552 -0.22584
8 H -0.73987 1.04988 0.34162
9 S 0.13387 -1.14162 0.83419

Summary:
2S+1: 1
Structure (SMILES): N#CC[SH](=O)=O
Total charge: 0
Molar mass (g/mol): 105.12
E_tot (eV): -18539.9676

---

Repeat the first record exactly.
Below is a single C2H3NO2S molecule at a distorted geometry, with properties calculated with the ωB97M-V functional and the def2-TZVPD basis.

CARTESIAN COORDINATES (ANGSTROEM)
1 C 0.28511 -0.04923 -0.84473
2 C 0.21644 1.27997 1.07848
3 O 0.86013 2.15877 0.60021
4 H -1.11118 -1.96188 0.34984
5 H -0.17585 1.22083 2.06616
6 N 0.03388 -1.10271 -1.51777
7 O -0.13270 0.12565 0.45489
8 S -0.86860 -2.40269 -0.92568
9 H 0.89277 0.73128 -1.26139

Summary:
2S+1: 1
Structure (SMILES): O=CO/C=N\S
Total charge: 0
Molar mass (g/mol): 105.12
E_tot (eV): -18541.9042

---

- Look up the 2S+1 of the first one.
  1